Entry 1:
Here is a structure of composition C42H41NO2P2S2Zn from OMol25. Energies are from the ωB97M-V functional and the def2-TZVPD basis.

Last column: Löwdin charge in e.
Positions of all 91 atoms, in Å:
Zn -2.063 0.291 -1.240  0.807
C -1.174 5.122 2.622  -0.117
C -0.306 4.426 1.884  -0.112
C 0.976 3.887 2.404  -0.201
C 0.943 2.443 2.944  -0.187
C -0.280 2.113 3.751  -0.124
C -0.689 2.858 4.785  -0.135
C -0.445 4.333 5.011  -0.181
C -1.296 5.262 4.094  -0.167
C -3.105 -0.646 0.167  -0.228
H -1.908 5.771 2.134  0.087
H -0.509 4.323 0.809  0.065
H 1.328 4.552 3.201  0.097
H 1.702 3.930 1.582  0.105
H 1.054 1.700 2.137  0.093
H 1.828 2.340 3.600  0.113
H -0.859 1.230 3.451  0.102
H -1.264 2.405 5.592  0.094
H 0.622 4.610 5.034  0.101
H -0.809 4.522 6.036  0.105
H -2.360 5.081 4.361  0.104
H -1.086 6.311 4.355  0.117
H -3.490 0.018 0.936  -0.043
H -2.342 -1.341 0.559  -0.037
H -3.901 -1.273 -0.254  -0.025
P 1.180 -1.765 -3.215  0.983
P 0.817 -4.098 -1.379  0.989
C 2.555 -2.163 -2.095  -0.339
C 2.474 -3.369 -1.482  -0.355
C 2.160 -1.946 -4.809  -0.375
C 3.561 -1.884 -4.862  -0.097
C 4.237 -1.977 -6.084  -0.079
C 3.514 -2.154 -7.270  -0.085
C 2.113 -2.250 -7.227  -0.083
C 1.447 -2.166 -6.000  -0.112
C 1.129 0.030 -2.913  -0.399
C 0.629 0.458 -1.660  -0.185
C 0.702 1.813 -1.343  -0.135
C 1.214 2.742 -2.258  -0.064
C 1.643 2.305 -3.512  -0.061
C 1.579 0.954 -3.859  -0.076
C 1.436 -5.860 -1.614  -0.363
C 2.078 -6.197 -2.825  -0.110
C 2.792 -7.395 -2.927  -0.092
C 2.822 -8.291 -1.849  -0.097
C 2.079 -8.013 -0.697  -0.086
C 1.357 -6.817 -0.596  -0.092
C 0.631 -4.020 0.451  -0.404
C -0.625 -4.374 0.981  -0.124
C -0.797 -4.422 2.365  -0.083
C 0.257 -4.086 3.227  -0.080
C 1.484 -3.706 2.690  -0.082
C 1.676 -3.654 1.309  -0.090
H 3.384 -1.450 -1.997  0.086
H 3.322 -3.931 -1.068  0.093
H 4.137 -1.761 -3.949  0.088
H 5.330 -1.910 -6.103  0.107
H 4.041 -2.220 -8.223  0.103
H 1.545 -2.389 -8.149  0.104
H 0.364 -2.260 -5.953  0.097
H 0.273 -0.285 -0.925  0.086
H 0.293 2.163 -0.393  0.064
H 1.261 3.798 -1.981  0.114
H 2.047 3.019 -4.232  0.111
H 1.928 0.615 -4.840  0.106
H 2.052 -5.502 -3.667  0.100
H 3.354 -7.623 -3.839  0.103
H 3.434 -9.200 -1.904  0.103
H 2.081 -8.712 0.146  0.104
H 0.769 -6.606 0.300  0.096
H -1.443 -4.634 0.302  0.105
H -1.751 -4.747 2.771  0.104
H 0.123 -4.139 4.311  0.107
H 2.325 -3.462 3.341  0.106
H 2.649 -3.355 0.915  0.090
O -3.132 2.446 4.267  -0.299
S -4.044 2.450 3.140  0.668
O -5.295 1.732 3.248  -0.293
N -3.253 2.165 1.714  -0.124
C -3.242 3.169 0.832  -0.770
S -2.440 2.899 -0.639  0.593
C -3.894 4.392 1.353  -0.224
C -3.916 5.740 0.946  -0.041
C -4.684 6.665 1.669  -0.067
C -5.321 6.319 2.876  -0.061
C -5.068 5.054 3.422  -0.043
C -4.377 4.132 2.630  -0.234
H -3.281 6.034 0.122  0.115
H -4.799 7.680 1.284  0.106
H -6.033 7.005 3.374  0.114
H -5.451 4.747 4.400  0.126

Properties
- energy (hartree) = -5088.4826
- gap between HOMO and LUMO (eV) = 6.4134
- highest occupied orbital energy (eV) = -7.72
- charge = 0

---

Entry 2:
Here is a structure of composition C20H17F9FeN8O3PS2Se from OMol25. Energies are from the ωB97M-V functional and the def2-TZVPD basis.

Last column: Löwdin charge in e.
Positions of all 62 atoms, in Å:
Fe 1.226 -0.745 0.650  0.629
C 0.435 -4.042 5.613  -0.111
C 0.404 -2.519 5.694  -0.313
N -0.463 -1.904 4.723  -0.044
C -0.152 -1.702 3.407  -0.793
S 1.438 -1.992 2.870  0.685
N -1.199 -1.296 2.695  -0.007
N -0.900 -1.051 1.403  -0.038
C -1.867 -0.743 0.615  -0.291
C -3.296 -0.631 1.042  -0.041
C -1.507 -0.525 -0.795  -0.249
C -2.477 -0.550 -1.798  -0.026
C -2.088 -0.425 -3.116  -0.069
C -0.742 -0.272 -3.402  -0.070
C 0.161 -0.252 -2.351  -0.113
N -0.207 -0.368 -1.077  0.068
H 1.074 -4.458 6.395  0.061
H 0.824 -4.353 4.645  0.050
H -0.568 -4.457 5.732  0.063
H 1.407 -2.117 5.547  0.078
H 0.067 -2.200 6.685  0.103
H -1.450 -1.843 4.915  0.121
H -3.335 -0.496 2.120  0.059
H -3.857 -1.536 0.792  0.086
H -3.779 0.211 0.545  0.069
H -3.512 -0.714 -1.541  0.104
H -2.824 -0.476 -3.908  0.105
H -0.380 -0.198 -4.418  0.104
H 1.220 -0.165 -2.533  0.094
Se -1.341 3.153 -0.296  0.929
C -1.311 4.116 -1.925  -0.647
C -1.080 3.472 -3.140  -0.097
C -1.070 4.225 -4.303  -0.154
N -1.293 5.537 -4.345  0.041
C -1.515 6.145 -3.182  -0.172
C -1.519 5.496 -1.959  -0.124
H -0.915 2.404 -3.172  0.076
H -0.877 3.741 -5.255  0.101
H -1.691 7.215 -3.227  0.095
H -1.672 6.049 -1.042  0.090
F 3.403 3.624 1.811  0.119
C 2.174 3.304 1.377  -0.660
F 1.369 4.350 1.653  0.083
F 2.223 3.178 0.047  0.115
S 1.562 1.769 2.206  0.461
O 2.604 0.791 1.958  -0.357
O 1.354 2.208 3.557  -0.283
O 0.367 1.420 1.436  -0.424
F 2.498 0.490 -0.851  -0.217
P 3.930 -0.323 -1.141  0.180
F 3.118 -1.279 -2.160  -0.159
F 5.276 -1.161 -1.385  -0.141
F 3.483 -1.315 0.090  -0.193
F 4.678 0.645 -0.113  -0.131
F 4.247 0.690 -2.352  -0.149
N 0.975 -2.786 -0.307  0.147
C 0.456 -3.336 -1.183  -0.181
C -0.211 -4.031 -2.194  -0.293
C 0.483 -4.575 -3.292  -0.273
N 1.019 -5.045 -4.202  0.088
C -1.614 -4.132 -2.146  -0.278
N -2.767 -4.218 -2.112  0.093

Properties
- energy (hartree) = -7138.1583
- gap between HOMO and LUMO (spin up / spin down) (eV) = 6.5697 / 4.6589
- highest occupied orbital energy (spin up / spin down) (eV) = -2.72 / -2.70
- <S²> = 8.767
- charge = -2
- multiplicity = 6

---

Entry 3:
Here is a cluster of 2 separate species, C5H10O2 in total from OMol25. Energies are from the ωB97M-V functional and the def2-TZVPD basis.

Last column: Löwdin charge in e.
Positions of all 17 atoms, in Å:
C -2.461 1.007 -0.326  -0.002
C -1.488 0.203 -0.783  -0.181
C -0.083 0.397 -0.443  -0.119
C 0.955 -0.435 -0.674  -0.377
C 2.308 -0.161 -0.121  -0.017
O 0.753 -1.648 -1.253  0.064
H -3.536 0.894 -0.432  0.053
H -2.240 1.836 0.342  0.058
H -1.837 -0.803 -1.014  0.096
H 0.078 1.374 0.006  0.116
H 2.338 0.404 0.807  0.086
H 2.818 0.377 -0.925  0.090
H 2.846 -1.116 -0.061  0.090
H -0.163 -1.869 -1.199  0.075
O -0.205 0.698 2.741  -0.056
H -0.050 -0.194 3.079  0.044
H -0.559 0.600 1.858  -0.019

Properties
- energy (hartree) = -346.9342
- gap between HOMO and LUMO (eV) = 8.9427
- highest occupied orbital energy (eV) = -8.28
- structure (SMILES) = C=C/C=C(/C)O.O
- charge = 0

---

Listing energy relative to the best compared isomer or geometry (same formula, charge and spin) for the structures above in their given order: 0.0000; 0.9954; 2.4838 eV.